[1]
ORCA calculation (the ωB97M-V functional and the def2-TZVPD basis) on a cluster of 2 separate species, C4H13NO in total in a non-equilibrium geometry.

Computed properties:
Structure (SMILES): CCN(C)C.O
Highest occupied orbital energy in eV: -9.0
Lowest unoccupied orbital energy in eV: 0.94
ΔE to the lowest compared entry with this formula, charge and spin in kcal/mol: 23.72

The geometry in XYZ format:
```
19
C4H13NO (the ωB97M-V functional and the def2-TZVPD basis)
C 0.74688 -0.55599 -1.96325
C -0.34756 0.33682 -1.36282
N -0.32480 0.29755 0.13025
C 0.66630 1.21767 0.64042
C -1.61437 0.69623 0.64996
H 0.57966 -0.66022 -3.04851
H 0.80578 -1.56341 -1.51800
H 1.71057 -0.04380 -1.80337
H -0.33133 1.36762 -1.76611
H -1.27838 -0.14782 -1.71516
H 0.68352 1.05127 1.73066
H 0.35462 2.25811 0.44821
H 1.68724 1.07786 0.24704
H -2.35125 0.22442 -0.02161
H -1.91070 1.74568 0.81565
H -1.63241 0.16849 1.61835
O 0.56325 -2.69710 2.49234
H 1.53655 -2.81910 2.57009
H 0.45644 -1.95428 1.85590
```

---

[2]
ORCA calculation (the ωB97M-V functional and the def2-TZVPD basis) on a structure of composition C6H10O3Si2 in a non-equilibrium geometry.

Computed properties:
Highest occupied orbital energy in eV: -8.3
Lowest unoccupied orbital energy in eV: 0.56
ΔE to the lowest compared entry with this formula, charge and spin in kcal/mol: 59.11

The geometry in XYZ format:
```
21
C6H10O3Si2 (the ωB97M-V functional and the def2-TZVPD basis)
C 2.80245 -2.80716 -1.50956
C -2.04155 -2.47048 1.67951
C 2.22969 -1.91398 -0.87276
C -1.93237 -1.63351 0.83562
C 2.78708 1.50708 0.65803
C -2.74021 0.62348 -1.02460
O 1.01639 -1.39982 1.73205
O -1.23427 -1.85175 -1.68584
O 0.10008 -0.12293 -0.52991
Si 1.37069 -0.76221 0.24467
Si -1.43157 -0.66904 -0.63100
H 3.26713 -3.48177 -2.13243
H -2.24862 -3.20491 2.49809
H 3.43504 0.83628 1.17434
H 3.15325 2.03429 -0.16367
H 2.35519 2.23749 1.42457
H -2.90337 1.23570 -0.06845
H -2.38371 1.19968 -1.86189
H -3.60220 0.21071 -1.32596
H 0.75346 -2.30163 1.76210
H -2.08731 -2.26034 -1.94561
```

---

[3]
ORCA calculation (the ωB97M-V functional and the def2-TZVPD basis) on a structure of composition C2HBr2Cl2F in a non-equilibrium geometry.

Computed properties:
Highest occupied orbital energy (alpha / beta) in eV: -9.0 / -8.4
Lowest unoccupied orbital energy (alpha / beta) in eV: -0.04 / -1.46
ΔE to the lowest compared entry with this formula, charge and spin in kcal/mol: 87.43

The geometry in XYZ format:
```
8
C2HBr2Cl2F (the ωB97M-V functional and the def2-TZVPD basis)
C 1.81958 -0.17731 0.58747
C -1.21506 0.30026 -0.67946
F 1.48634 0.34369 1.75985
Cl 1.16295 -1.69489 0.41801
Cl -1.39666 0.74717 -2.26411
Br -1.68387 -1.53581 -0.08060
Br -1.95337 1.53433 0.55205
H 1.78010 0.48256 -0.29321
```

---

[4]
ORCA calculation (the ωB97M-V functional and the def2-TZVPD basis) on a cluster of 2 separate species, C7H12O3 in total in a non-equilibrium geometry.

Computed properties:
Structure (SMILES): C#CCOCCCC=O.O
Highest occupied orbital energy in eV: -10.0
Lowest unoccupied orbital energy in eV: 0.69
ΔE to the lowest compared entry with this formula, charge and spin in kcal/mol: 76.61

The geometry in XYZ format:
```
22
C7H12O3 (the ωB97M-V functional and the def2-TZVPD basis)
C 5.12086 -1.40991 0.18059
C 4.06634 -0.97850 -0.22577
C 2.79350 -0.47799 -0.75064
O 1.83420 -0.43829 0.27634
C 0.57197 0.00258 -0.16957
C -0.35585 0.11895 1.02500
C -1.81990 0.25424 0.60921
C -2.61708 1.19807 1.46112
O -3.75288 1.55378 1.17186
H 6.08018 -1.80086 0.47163
H 2.45606 -1.13401 -1.57466
H 2.94565 0.53004 -1.17957
H 0.16846 -0.71172 -0.91315
H 0.66801 0.98113 -0.67590
H -0.07460 1.00066 1.61677
H -0.22997 -0.76456 1.66944
H -1.84576 0.69712 -0.40226
H -2.38868 -0.69446 0.83431
H -2.03659 1.79673 2.19625
O -3.82277 -0.28899 -1.77021
H -4.25019 0.46785 -1.25831
H -3.51097 0.09816 -2.59247
```

---

[5]
ORCA calculation (the ωB97M-V functional and the def2-TZVPD basis) on an isolated molecule of C16H18N6O4.

Computed properties:
Structure (SMILES): Cc1nc(CN(C)C(=O)c2coc([C@H](C)NC(=O)[C@@H]3C[C@H]3C#N)n2)no1
Highest occupied orbital energy in eV: -9.7
Lowest unoccupied orbital energy in eV: 0.36
ΔE to the lowest compared entry with this formula, charge and spin in kcal/mol: 4.62

The geometry in XYZ format:
```
44
C16H18N6O4 (the ωB97M-V functional and the def2-TZVPD basis)
C -0.57980 5.63676 2.04003
C 0.00043 4.32659 2.41552
N -0.32085 3.14826 1.98999
C 0.55134 2.34244 2.68419
C 0.57251 0.85471 2.52123
N 0.79415 0.47641 1.13533
C 2.13781 0.71924 0.62886
C -0.19993 0.42753 0.19891
O 0.03765 0.50989 -0.99453
C -1.61665 0.23252 0.61525
C -2.65682 0.48202 -0.20475
O -3.80315 0.16647 0.45815
C -3.39257 -0.26938 1.66452
C -4.40633 -0.71747 2.66602
C -4.49431 0.25648 3.83935
N -4.03048 -2.05689 3.09732
C -4.94827 -2.87779 3.67104
O -6.12669 -2.58490 3.73847
C -4.45673 -4.17175 4.24717
C -3.43631 -4.16505 5.34820
C -3.07264 -4.72817 3.99907
C -2.94263 -6.15661 3.85392
N -2.83712 -7.29421 3.73970
N -2.11478 -0.25523 1.82062
N 1.35698 2.97562 3.47676
O 0.99028 4.31141 3.30986
H -1.36457 5.48095 1.30614
H -0.99254 6.13241 2.91813
H 0.19031 6.28232 1.61909
H 1.37670 0.44712 3.13271
H -0.36779 0.44052 2.87057
H 2.28878 0.14877 -0.28198
H 2.29803 1.77677 0.40025
H 2.85555 0.40709 1.38589
H -2.73906 0.85339 -1.20858
H -5.37659 -0.78838 2.17615
H -4.80410 1.24362 3.49479
H -5.22749 -0.10877 4.55691
H -3.52120 0.34717 4.32321
H -3.04418 -2.25046 3.15112
H -5.25414 -4.89511 4.33598
H -2.98652 -3.21743 5.61125
H -3.56836 -4.85916 6.16456
H -2.38727 -4.16907 3.37661
```

---

[6]
ORCA calculation (the ωB97M-V functional and the def2-TZVPD basis) on a structure of composition C31H28N3O8P2SSe2Ti in a non-equilibrium geometry.

Computed properties:
Total charge: -1
Highest occupied orbital energy (alpha / beta) in eV: -3.8 / -3.8
Lowest unoccupied orbital energy (alpha / beta) in eV: 1.92 / 1.92
ΔE to the lowest compared entry with this formula, charge and spin in kcal/mol: 33.66

The geometry in XYZ format:
```
76
C31H28N3O8P2SSe2Ti (the ωB97M-V functional and the def2-TZVPD basis)
Ti 0.29544 0.24221 0.40293
O -0.19632 1.38215 -3.37380
C 0.27019 1.24775 -2.18765
O -0.29308 0.56215 -1.38363
C 1.48035 2.09981 -1.91015
O 1.94891 1.95931 -0.59165
C 3.21086 1.27335 -0.47706
C 3.02007 -0.21857 -0.68753
O 3.89224 -0.88888 -1.19682
O 1.85996 -0.61757 -0.27522
H -0.97796 0.80227 -3.44736
H 1.16728 3.13083 -2.05705
H 2.24785 1.86301 -2.64732
H 3.52979 1.43104 0.54822
H 3.94515 1.67526 -1.16953
Se -3.28754 -5.97011 0.28982
P -1.58820 -5.37061 1.38819
C -1.81383 -5.58678 3.18511
C -3.07772 -5.90136 3.67547
C -3.25145 -6.18770 5.02515
C -2.16791 -6.14691 5.89230
C -0.90287 -5.83945 5.40685
C -0.72454 -5.57493 4.05699
C -0.17117 -6.47982 1.01778
C 0.53725 -6.32516 -0.17805
C 1.54107 -7.22376 -0.51597
C 1.84026 -8.28977 0.32161
C 1.11973 -8.46614 1.49239
C 0.11474 -7.57077 1.83709
C -1.03719 -3.69768 0.96345
C -0.65615 -2.48621 1.53873
N -0.33975 -1.68774 0.46251
N -0.51564 -2.36518 -0.67392
N -0.93760 -3.56431 -0.39349
P -0.69082 -1.73175 3.20531
Se 1.34066 0.32081 2.61597
C -2.35281 -2.35408 3.77378
C -2.62054 -2.90908 5.02468
C -3.92560 -3.19531 5.41463
C -4.98726 -2.95328 4.55772
C -4.73427 -2.42168 3.29698
C -3.43643 -2.11082 2.91596
C 0.54376 -2.68740 4.16231
C 0.58730 -2.58088 5.55374
C 1.60264 -3.19159 6.28212
C 2.61431 -3.88163 5.62577
C 2.61564 -3.94046 4.23621
C 1.59323 -3.34220 3.51034
H -3.91299 -5.94106 2.98623
H -4.23776 -6.44420 5.39470
H -2.30690 -6.35894 6.94750
H -0.04991 -5.81055 6.07484
H 0.27052 -5.38107 3.67954
H 0.29216 -5.50345 -0.83596
H 2.09051 -7.08685 -1.43960
H 2.63206 -8.98380 0.06122
H 1.33889 -9.30330 2.14431
H -0.44752 -7.72919 2.74600
H -1.81095 -3.14711 5.70307
H -4.10655 -3.62637 6.39457
H -6.00363 -3.17854 4.86636
H -5.55363 -2.23991 2.61071
H -3.25797 -1.67152 1.94255
H -0.16208 -1.99067 6.07091
H 1.61552 -3.10883 7.36417
H 3.41587 -4.34454 6.19400
H 3.42099 -4.44736 3.71564
H 1.61293 -3.36808 2.42702
C -1.59366 2.36774 3.01651
S -1.62618 1.88433 1.33482
O -0.33054 2.27058 0.71315
O -2.78587 2.48241 0.73368
O -1.62215 0.39916 1.29294
H -1.78495 3.44337 3.04127
H -0.60803 2.11782 3.41211
H -2.37906 1.81052 3.52905
```

---

[7]
ORCA calculation (the ωB97M-V functional and the def2-TZVPD basis) on an isolated molecule of C4H6N2O2 in a non-equilibrium geometry.

Computed properties:
Structure (SMILES): C=N/N=C(\C)OC=O
Highest occupied orbital energy in eV: -8.9
Lowest unoccupied orbital energy in eV: 0.40
ΔE to the lowest compared entry with this formula, charge and spin in kcal/mol: 124.54

The geometry in XYZ format:
```
14
C4H6N2O2 (the ωB97M-V functional and the def2-TZVPD basis)
C 1.36999 2.59367 0.36512
N 0.34441 1.98047 -0.36275
N -0.63506 1.19366 0.06520
C -0.76603 -0.03282 -0.16155
C 0.13550 -0.70332 -1.18918
O -1.68925 -0.76035 0.66508
C -1.18238 -1.90235 1.17146
O -0.13656 -2.38706 1.19662
H 1.49608 2.51772 1.46949
H 2.40236 2.88271 -0.35781
H 0.78625 -1.51637 -0.78648
H -0.84185 -1.33391 -1.81010
H 0.79020 -0.01696 -1.84156
H -2.07367 -2.51509 1.57645
```

---

[8]
ORCA calculation (the ωB97M-V functional and the def2-TZVPD basis) on an isolated molecule of C3H7Cl3Si in a non-equilibrium geometry.

Computed properties:
Structure (SMILES): C[Si](Cl)(CCl)CCl
Highest occupied orbital energy in eV: -10.4
Lowest unoccupied orbital energy in eV: 0.58
ΔE to the lowest compared entry with this formula, charge and spin in kcal/mol: 69.64

The geometry in XYZ format:
```
14
C3H7Cl3Si (the ωB97M-V functional and the def2-TZVPD basis)
C 0.49446 -1.54555 -0.98259
Si -0.08439 -0.26956 0.28738
Cl 0.15628 -0.98723 2.26042
C -1.81528 0.50413 0.43897
Cl -1.87279 2.07585 -0.41770
C 1.12214 1.11814 0.19321
Cl 2.85873 0.41721 0.18417
H -0.47670 -1.71346 -1.57643
H 1.23212 -1.22902 -1.75497
H 0.89417 -2.49631 -0.57551
H -2.53232 -0.16327 0.00360
H -2.01926 0.73292 1.43352
H 0.95834 1.67835 1.12854
H 1.08449 1.87782 -0.62260
```

---

The records above give, respectively, energy values of -290.1591 -1039.3261 -6244.9248 -499.5244 -1249.9760 -8697.7451 -415.8422 -1788.6340 a.u..